The following is a quantum chemistry calculation of a structure of composition C16H22CoN5OS2, from the OMol25 dataset.

XYZ file:
```
47
Properties=species:S:1:pos:R:3:forces:R:3
Co 0.390500 1.196002 0.153921 0.22 0.19 0.08
S -1.199699 2.592278 -0.434372 0.25 -0.16 -0.04
C -0.608540 3.374717 1.036284 -0.24 -0.04 -0.18
C -0.993798 4.507212 1.726677 0.00 -0.06 -0.17
C -0.303211 4.785109 2.894420 -0.01 0.06 0.06
C 0.708491 3.939394 3.344939 0.03 0.06 0.03
C 1.023728 2.821937 2.607720 0.05 -0.01 -0.20
N 0.374110 2.578672 1.454892 -0.13 -0.31 0.67
H -1.796136 5.136872 1.370987 0.01 0.00 -0.03
H -0.561857 5.666033 3.466999 0.00 -0.01 0.02
H 1.243339 4.149990 4.259196 0.00 -0.02 0.00
H 1.797108 2.127615 2.908308 -0.01 -0.02 -0.01
C 0.559975 -2.462727 -1.386601 0.06 -0.05 0.11
N 0.203847 -1.621394 -2.525802 -0.02 -0.05 -0.05
C -0.941392 -2.115689 -3.296766 -0.05 -0.06 -0.05
C 0.774620 -0.446232 -2.772018 -0.02 -0.03 0.13
S 1.632621 0.393935 -1.479331 -0.43 -0.09 0.07
N 0.760564 0.102006 -3.974130 0.05 0.03 -0.08
C 1.078750 1.516050 -4.186777 0.06 0.21 -0.01
C 0.731665 -0.697661 -5.205871 -0.05 -0.06 -0.17
H 0.604493 -3.497188 -1.724436 -0.01 0.00 -0.03
H -0.196378 -2.390087 -0.601923 -0.02 0.03 -0.01
H 1.530303 -2.191416 -0.982374 -0.02 0.01 -0.05
H -1.678302 -2.498052 -2.590792 0.02 0.03 0.03
H -0.664708 -2.930210 -3.965275 0.03 0.02 -0.01
H -1.394141 -1.310304 -3.866528 0.01 0.01 0.01
H 0.695531 2.130877 -3.377301 -0.02 -0.05 0.00
H 0.609795 1.833627 -5.115247 -0.04 -0.05 0.00
H 2.155892 1.665094 -4.273768 0.01 -0.04 0.01
H 0.951818 -1.739751 -4.998988 0.00 0.01 0.07
H 1.506677 -0.315703 -5.868638 0.02 0.04 0.05
H -0.225300 -0.615629 -5.719759 -0.01 0.01 0.03
N 0.452465 -3.265345 4.741849 0.01 0.00 0.04
C 0.859673 -2.365083 3.833043 -0.08 -0.09 -0.08
O 2.016405 -2.047983 3.652925 0.03 0.05 0.02
C -0.205247 -1.724823 2.956751 0.03 0.02 0.02
C -1.561788 -2.010746 2.918884 0.01 0.04 -0.03
C -2.376029 -1.312778 2.034373 -0.04 -0.09 0.07
C -1.828270 -0.351839 1.212965 -0.02 0.03 -0.03
N -0.512061 -0.083824 1.250053 0.14 0.31 -0.21
C 0.273600 -0.752320 2.097223 0.11 0.09 -0.05
H 1.153957 -3.691363 5.327684 0.01 0.01 0.00
H -0.508282 -3.490576 4.922438 0.00 0.02 -0.01
H -2.001888 -2.766126 3.556658 -0.01 0.01 0.00
H -3.437628 -1.508941 1.984779 0.00 0.01 -0.01
H -2.432138 0.219288 0.523904 0.04 0.02 -0.01
H 1.336869 -0.532917 2.108825 0.01 -0.01 0.01
```
Positions in Å, forces in eV/Å.

Properties
LUMO level (alpha / beta) = -8.25 / -8.18 eV
Energy relative to the best compared isomer or geometry (same formula, charge and spin) = 0.00 kcal per mole
Charge = +2

The following is a quantum chemistry calculation of a cluster of 2 separate species, C16H22FN2O8 in total at a distorted geometry, from the OMol25 dataset.

XYZ file:
```
49
Properties=species:S:1:pos:R:3:forces:R:3
C 2.729837 4.802530 2.244877 -0.54 1.38 0.80
O 2.475400 3.380464 2.140209 0.91 0.66 -1.73
C 2.852806 2.813208 0.873355 -0.47 -1.12 -0.37
C 1.540114 2.149802 0.167700 0.02 -1.64 -0.46
C 1.473172 0.746069 -0.181070 0.07 3.36 0.69
O 2.615059 -0.048408 0.120784 -2.58 0.57 -0.08
C 2.263737 -1.309712 0.763211 -1.23 -1.72 -0.06
C 3.203128 -1.714862 1.998103 0.67 -0.53 -0.23
C 4.787561 -1.614596 1.700900 -0.21 0.81 0.97
O 2.927160 -3.139741 2.260039 -0.10 1.00 0.16
C 0.145450 0.253437 -0.909487 -1.18 -1.80 -0.62
O -0.217564 -0.955496 -1.063167 1.55 4.12 0.63
C -0.869301 1.365660 -1.515670 0.29 2.59 0.73
C -0.815940 2.747731 -1.181842 0.83 -2.80 0.06
C -1.821710 3.876696 -1.737546 1.76 2.80 -2.58
O -1.474395 4.740527 -2.593050 -1.60 -4.49 4.16
N -3.221225 3.915313 -1.172276 1.00 -1.51 2.17
C -3.188884 3.986931 0.300272 0.59 4.55 3.61
O -2.998707 5.053032 0.943499 -0.79 -5.59 -3.59
F -3.430584 2.811186 1.121829 0.32 1.87 -2.75
C 0.348890 3.187676 -0.147713 -0.66 2.24 0.18
O 0.261861 4.351984 0.323167 0.79 -4.49 -1.57
H 3.268971 5.279787 1.357100 -0.74 -0.99 1.01
H 1.702768 5.330394 2.354831 1.82 -0.78 -0.13
H 3.376397 5.007482 3.176576 -1.08 -0.43 -1.37
H 3.675358 2.026962 1.074086 -1.58 0.98 -0.55
H 3.275808 3.543530 0.101894 -0.65 -0.65 1.24
H 1.170597 -1.250842 1.136954 1.81 -0.08 -0.42
H 2.255910 -2.118107 -0.073024 0.33 1.15 1.64
H 2.868553 -1.139751 2.935361 0.70 -0.47 -1.53
H 5.276954 -1.240211 2.685090 -0.63 -0.50 -1.77
H 5.219625 -2.660566 1.512004 -0.83 1.64 -0.08
H 5.023532 -0.861726 0.857993 -0.29 -1.34 1.35
H 3.379973 -3.407086 3.090046 -0.39 0.49 -0.81
H -1.682043 1.003204 -2.242821 1.50 0.23 1.31
H -3.739487 3.057346 -1.428854 0.48 0.46 -0.01
C -4.339473 -4.575350 -2.984496 0.06 0.90 0.14
C -4.216711 -4.764646 -1.511072 -1.59 -3.17 -0.06
O -4.673647 -5.684083 -0.880727 0.16 0.64 -0.82
N -3.476261 -3.854279 -0.672749 0.18 1.28 0.66
C -2.065277 -3.608749 -1.062037 0.74 0.26 -0.09
H -3.636113 -5.231258 -3.500627 -0.04 0.00 0.04
H -5.360187 -4.813568 -3.290516 0.18 -0.17 0.12
H -4.134108 -3.536998 -3.255127 0.08 -0.11 -0.17
H -3.992281 -2.970216 -0.663212 0.15 0.18 0.28
H -3.561323 -4.289437 0.254754 0.11 0.20 -0.02
H -2.042969 -2.809033 -1.802076 0.16 -0.13 0.11
H -1.634399 -4.528182 -1.460878 -0.09 0.10 0.09
H -1.526031 -3.304051 -0.164597 0.03 0.07 -0.24
```
Positions in Å, forces in eV/Å.

Properties
LUMO level = -4.26 eV
Charge = +1

The following is a quantum chemistry calculation of a cluster of 2 separate species, C16H22FN3O2S in total at a distorted geometry, from the OMol25 dataset.

XYZ file:
```
45
Properties=species:S:1:pos:R:3:forces:R:3
C 1.495999 -6.175162 4.188649 0.28 0.00 -0.53
C 0.780334 -5.863344 5.436727 -0.84 1.64 -0.76
N 0.050846 -4.671649 5.480080 -0.12 -2.15 2.54
F -0.035700 -3.927377 4.372096 0.14 0.09 0.15
C -0.702423 -4.310078 6.600114 0.57 0.22 -1.74
C -1.461508 -3.049698 6.540139 -0.24 0.50 -0.15
C -0.714194 -5.149253 7.678356 0.74 -0.99 -0.14
C 0.012919 -6.349430 7.671671 0.04 0.38 -0.44
C -0.010001 -7.239449 8.862031 0.14 -0.41 0.12
C 0.754048 -6.685703 6.528047 -0.63 0.39 1.03
H 2.028366 -7.124642 4.256056 -0.14 0.12 0.15
H 0.788622 -6.230532 3.360052 0.04 0.07 -0.07
H 2.216628 -5.389510 3.957858 -0.04 0.06 -0.10
H -2.002580 -2.865872 7.469046 0.13 -0.17 -0.08
H -0.787179 -2.211051 6.362803 -0.03 0.05 -0.13
H -2.179203 -3.081506 5.719053 0.03 0.10 -0.10
H -1.303485 -4.896798 8.541044 -0.12 0.23 0.10
H 0.596745 -8.131766 8.700887 -0.05 0.08 0.03
H 0.378281 -6.723208 9.742081 -0.07 0.04 -0.04
H -1.028697 -7.562555 9.080426 -0.02 0.07 0.04
H 1.292512 -7.616488 6.505309 0.18 -0.08 -0.15
C -3.474237 0.985138 1.153999 0.01 0.10 -0.46
C -3.028595 0.426390 2.484820 -0.29 0.08 0.66
N -1.642664 -0.032776 2.435245 0.68 0.14 0.18
C -1.455355 -1.378196 2.050762 0.64 -1.24 -0.41
O -2.432587 -2.083958 1.796477 -0.99 -0.02 0.15
C -0.140197 -1.861037 1.962021 -0.26 1.20 0.71
C 0.957717 -1.015118 2.193708 -0.26 -1.43 -0.51
O 2.117222 -1.406071 2.054282 0.94 0.36 0.28
N 0.695222 0.316683 2.580515 -0.73 -0.11 0.06
C 1.869373 1.161846 2.777619 0.20 0.15 0.69
C 2.273293 1.847533 1.494534 0.00 0.10 -0.48
C -0.586759 0.805819 2.704260 0.15 -0.37 -0.16
S -0.847786 2.376557 3.164554 -0.16 0.88 0.25
H -4.488066 1.386335 1.197265 -0.01 -0.04 0.10
H -2.812284 1.787228 0.824488 0.01 0.06 0.14
H -3.448517 0.210849 0.384821 -0.04 -0.07 0.10
H -3.124182 1.159681 3.291320 0.18 0.00 -0.30
H -3.642376 -0.434085 2.772531 0.25 0.06 -0.26
H 0.026794 -2.890357 1.704360 0.03 -0.05 -0.22
H 1.651457 1.878962 3.574050 -0.13 -0.05 -0.29
H 2.673479 0.517054 3.149596 -0.24 0.00 -0.29
H 3.117288 2.523866 1.636901 0.01 -0.02 0.11
H 2.553148 1.112139 0.738361 0.05 -0.07 0.10
H 1.444062 2.426938 1.086237 -0.03 0.07 0.13
```
Positions in Å, forces in eV/Å.

Properties
LUMO level = -2.21 eV
Energy relative to the best compared isomer or geometry (same formula, charge and spin) = 65.18 kcal per mole

The following is a quantum chemistry calculation of a structure of composition C16H22IN3O5S4Ti, from the OMol25 dataset.

XYZ file:
```
52
Properties=species:S:1:pos:R:3:forces:R:3
Ti 0.964708 0.569165 -0.226862 -0.39 0.74 0.39
C -2.300848 3.669264 1.215596 0.00 -0.01 -0.01
N -2.470602 2.253968 1.543706 0.08 -0.08 0.03
C -3.445154 1.912671 2.574767 -0.01 0.01 0.03
C -1.666192 1.343817 1.021551 0.07 0.05 -0.04
O -0.807735 1.622004 0.164026 -0.06 -0.22 -0.12
C -1.797610 -0.099155 1.485734 0.02 -0.01 0.02
O -0.890228 -0.924918 0.763948 0.02 -0.02 -0.09
C -1.444234 -1.810457 -0.186163 -0.04 -0.01 -0.02
C -1.040101 -1.366314 -1.588261 -0.04 0.07 0.01
O -0.327687 -0.355069 -1.702353 0.32 0.01 0.09
N -1.460209 -2.060030 -2.637125 0.01 0.05 0.04
C -1.107557 -1.639885 -3.990457 0.00 0.00 -0.02
C -2.345289 -3.211955 -2.542068 -0.01 -0.04 0.02
H -3.242431 4.069221 0.841384 0.00 0.01 0.00
H -2.005626 4.213662 2.113282 -0.03 0.00 -0.01
H -1.527589 3.774192 0.462486 -0.01 0.01 0.00
H -3.976521 2.819126 2.849206 0.00 -0.01 0.00
H -4.177805 1.192538 2.209306 0.01 -0.01 0.02
H -2.956539 1.525602 3.469962 -0.01 -0.01 0.00
H -1.544420 -0.163887 2.545084 0.03 0.02 -0.03
H -2.822991 -0.450474 1.352512 0.01 -0.01 0.02
H -1.057387 -2.812806 0.014971 0.02 0.02 -0.01
H -2.533185 -1.853883 -0.109620 0.01 0.01 0.01
H -0.604257 -0.680171 -3.953418 0.00 -0.01 -0.01
H -0.451605 -2.381824 -4.447259 0.00 0.01 0.00
H -2.015902 -1.556889 -4.586773 0.00 0.01 0.00
H -2.325694 -3.651070 -1.549226 -0.01 0.00 -0.01
H -3.370010 -2.931989 -2.791844 0.00 -0.01 -0.01
H -2.009763 -3.969701 -3.248521 -0.01 0.00 0.00
O 0.191900 5.777387 3.647965 -0.06 0.02 0.01
C 0.588282 4.842287 3.016430 0.14 -0.03 -0.02
S 0.636817 3.173869 3.640910 -0.02 0.03 0.00
C 1.262063 2.428570 2.183557 -0.01 0.03 -0.06
C 1.513444 3.240119 1.136090 -0.03 0.00 0.03
S 2.025766 2.704988 -0.449833 -0.07 -0.39 0.03
S 1.209151 4.952754 1.354158 -0.02 -0.01 0.05
S 1.434316 0.689975 2.148029 0.07 -0.07 -0.28
O 4.512445 0.466431 0.368005 0.15 -0.25 -0.06
H 5.033418 1.239884 0.133414 -0.03 0.10 -0.02
H 4.588282 0.399606 1.325879 -0.11 0.06 0.01
I 2.740245 0.267888 -2.959749 0.05 0.03 -0.02
C 2.882542 -1.338016 -1.646258 0.15 -0.35 0.02
C 3.652736 -2.444810 -1.965405 0.03 0.06 -0.01
C 3.711830 -3.480640 -1.050180 0.00 -0.04 0.03
C 3.010556 -3.383452 0.144571 0.00 0.05 0.00
C 2.276254 -2.240288 0.383135 0.11 0.00 -0.01
N 2.210932 -1.238920 -0.505667 -0.33 0.19 0.02
H 4.196131 -2.485396 -2.897793 -0.01 0.01 0.00
H 4.308283 -4.357086 -1.265414 0.00 0.00 -0.01
H 3.043955 -4.170462 0.883413 0.00 0.00 0.01
H 1.731109 -2.089442 1.307169 -0.01 0.00 -0.01
```
Positions in Å, forces in eV/Å.

Properties
LUMO level (alpha / beta) = -2.87 / -2.84 eV
Energy relative to the best compared isomer or geometry (same formula, charge and spin) = 1.81 kcal per mole
Charge = +1
2S+1 = 2
<S²> = 0.758

The following is a quantum chemistry calculation of a structure of composition C16H22N2O6S at a distorted geometry, from the OMol25 dataset.

XYZ file:
```
47
Properties=species:S:1:pos:R:3:forces:R:3
C 6.358167 1.930814 3.788413 -2.75 9.03 -4.90
C 4.907706 1.582482 3.216880 4.59 2.98 2.76
H 4.390447 2.346120 2.730632 -0.87 2.10 0.31
H 4.403317 1.218771 4.073756 -1.00 -0.94 0.30
O 5.191018 0.756533 2.189434 -1.43 -4.18 -1.45
C 4.058471 0.080697 1.926652 -2.79 0.16 -2.13
O 2.933987 0.407609 2.396565 3.93 -1.97 -1.82
C 4.403346 -1.057877 0.694933 -4.10 -0.54 7.59
N 3.206600 -1.666253 0.260601 -3.23 0.99 -0.62
C 2.059566 -1.010391 -0.377723 4.78 -14.42 7.37
C 2.025359 -0.008307 -0.957165 1.90 17.77 -6.39
C 0.910137 0.390765 -1.660659 -4.27 4.85 -1.30
C -0.227960 -0.285598 -1.712191 0.06 -9.87 3.21
C -0.146682 -1.846431 -1.087382 2.56 3.96 -1.21
C 1.127976 -1.962712 -0.541898 -6.43 -5.48 1.54
O 1.469450 -3.154329 0.356119 -1.49 3.50 -2.82
C 2.639486 -2.794618 0.775942 6.81 -7.09 3.93
O 3.344787 -3.697926 1.432476 -2.83 4.52 -2.10
H -0.975900 -2.550235 -1.299770 0.96 0.34 0.65
S -1.796104 -0.171828 -2.382376 2.78 -1.69 -0.68
O -2.112789 -1.190674 -3.317087 -0.77 -1.79 0.85
O -1.578664 1.028268 -3.003731 -0.61 6.84 -2.91
N -2.771702 -0.092282 -1.115032 1.81 0.56 1.87
H -2.251764 0.393930 -0.239095 -1.75 -1.34 -2.80
C -3.982482 0.532232 -1.514288 -2.77 6.30 11.41
C -4.064278 2.140603 -1.360009 5.84 -2.12 -2.17
H -3.359640 2.627617 -2.078680 -0.90 -0.24 -0.09
H -3.599501 2.398945 -0.460654 0.73 0.23 1.83
H -4.952442 2.598745 -1.334179 -3.74 1.01 -0.42
C -4.807970 0.135711 -2.488457 2.24 -5.40 -9.60
H -4.632430 -1.053817 -2.690682 -0.83 2.66 0.37
H -4.156620 0.604877 -3.494573 -2.43 -1.30 1.89
H -5.826521 0.356093 -2.580100 -1.18 0.78 0.45
C -4.889876 0.331903 0.006866 6.87 -6.88 -2.78
C -5.047624 -1.243576 0.154041 -1.27 -3.66 -0.08
H -4.136754 -1.992636 -0.007443 -1.34 2.17 0.84
H -5.677072 -1.655266 -0.814246 0.78 1.03 2.79
H -5.608396 -1.641387 1.313184 1.56 1.36 -3.83
H -4.382488 0.540574 0.878054 1.45 1.58 1.61
H -5.813251 0.525317 0.030707 -7.03 3.00 -0.38
H 0.442320 1.440497 -1.944522 2.72 -1.18 0.17
H 2.779307 0.783551 -0.642574 -0.68 -0.87 -1.14
H 4.972227 -0.607665 0.049303 2.93 2.37 -4.00
H 4.947233 -1.736364 1.345992 0.18 -0.63 -0.60
H 7.150069 2.281095 2.862530 -2.47 -0.58 2.38
H 6.807189 1.161196 4.097541 3.09 -6.14 3.17
H 6.270748 2.825229 4.523895 0.44 -1.78 -1.07
```
Positions in Å, forces in eV/Å.

Properties
LUMO level = 0.03 eV
Energy relative to the best compared isomer or geometry (same formula, charge and spin) = 354.73 kcal per mole